1.
{"formula": "C28H82Cl4O30P4", "method": "wB97M-V/def2-TZVPD", "symbols": ["H", "H", "O", "H", "C", "C", "H", "H", "Cl", "H", "H", "H", "C", "H", "H", "C", "O", "O", "H", "O", "H", "H", "H", "H", "C", "H", "C", "O", "H", "C", "H", "C", "H", "O", "C", "C", "C", "H", "C", "H", "H", "H", "O", "H", "H", "P", "H", "H", "C", "Cl", "O", "C", "H", "O", "H", "O", "H", "P", "O", "H", "H", "H", "H", "H", "H", "O", "H", "H", "O", "H", "C", "O", "P", "C", "O", "H", "O", "H", "H", "H", "H", "H", "H", "H", "H", "H", "O", "H", "H", "H", "C", "O", "H", "Cl", "O", "H", "C", "O", "H", "H", "O", "O", "H", "H", "H", "O", "P", "H", "C", "H", "C", "H", "H", "O", "C", "C", "C", "O", "H", "H", "C", "H", "H", "H", "C", "C", "H", "H", "H", "C", "H", "O", "H", "O", "H", "H", "O", "H", "H", "Cl", "H", "H", "H", "H", "O", "H", "O", "C"], "coordinates": [[2.335802, -4.845047, 5.345600], [-2.360015, 4.278121, 1.107982], [-1.103939, -0.952590, -4.140421], [-3.906364, -2.836521, -4.155820], [-2.997839, 2.491794, 5.713857], [-5.706563, 0.865787, -0.272878], [-5.196807, 1.668958, 0.259266], [3.718996, 3.571961, -2.294436], [-2.241399, 4.082465, 5.563873], [-2.252191, 1.939681, -4.076683], [0.816631, -2.899676, -3.746291], [-1.837690, 2.758013, -7.047460], [-3.105858, 8.572027, 0.089408], [-3.771867, -6.826681, 3.489447], [-2.793537, 4.401673, -5.265455], [1.993742, 4.231085, -5.111211], [2.003351, -5.282948, 2.598540], [3.956348, -6.188887, 5.670442], [-4.629354, -6.859707, 2.007942], [-1.654058, -6.080112, 1.154165], [-3.811355, 2.462447, 6.438716], [4.422525, -0.572624, 5.169358], [-0.599835, 1.605590, 1.723743], [3.504455, 0.134253, -0.579828], [2.739348, 0.667468, 5.433224], [2.359778, 2.656590, 1.171684], [-2.510962, 2.578866, -4.920827], [0.618362, 4.596647, -3.128353], [-2.520492, 9.116033, -0.651874], [1.030809, -1.879678, 2.215743], [-2.407058, -1.287915, -5.596244], [-2.909759, -2.567953, -3.805465], [3.426135, -0.447306, 3.706561], [-3.514546, 7.289190, 2.891406], [-3.608553, 7.200819, 4.298318], [2.492416, -6.144307, 3.633557], [-1.511763, 1.009711, 1.685956], [-3.797601, 0.444719, -0.995139], [-2.351631, 4.658305, 2.129496], [2.270503, 1.586066, 2.525809], [-1.784611, -4.086698, 0.441709], [-0.235439, 2.676185, -1.136426], [-0.931731, -8.460457, 0.541259], [-2.355671, -3.408961, -4.222351], [-0.297255, -4.929004, 0.211407], [-2.270304, -7.516334, 0.643919], [3.116391, -4.735297, -1.846888], [8.409650, 0.676868, 0.087972], [1.311064, 5.125258, -4.170063], [1.319843, 3.805874, 3.003535], [-2.184952, 3.915528, -4.704314], [1.418962, -3.718986, -3.353841], [-3.371509, 4.872151, 2.449202], [-1.392498, 0.016152, 0.742547], [1.850883, -1.855274, 5.203124], [0.972923, -0.668898, 1.454679], [-4.493370, -1.711412, -1.855775], [0.083818, -0.444231, 0.123180], [0.095022, -1.569745, -0.810373], [-0.310664, -9.476014, -1.086622], [1.956040, -2.444494, 2.101521], [1.373273, 3.623888, -6.834973], [-0.050927, 2.234577, -5.535561], [0.333715, 1.774164, -2.446174], [8.230588, -0.836592, -0.763288], [-2.819162, -2.414268, -2.365661], [-4.018162, 8.232777, -0.401214], [-0.442645, -10.467523, 0.272932], [1.027758, 3.690899, -5.941818], [-1.933304, -10.014641, -0.473292], [-0.115788, 1.642812, -1.461897], [3.553703, -4.271560, -2.564737], [-2.036226, 7.318746, 2.183705], [-3.978723, -7.470054, 2.634243], [2.805270, -1.810127, 5.109808], [4.887683, -0.666714, -1.447751], [-1.507179, 5.771145, 2.355207], [-1.945369, -2.037335, -2.239169], [-2.296664, 1.676898, 1.329724], [-2.656154, 6.944155, 4.762178], [-3.115683, -0.414458, -4.257076], [1.953543, 5.960320, -3.890819], [2.653328, 0.524794, 6.510420], [-1.997214, 3.825936, 2.737484], [-6.437337, 0.396688, 0.385924], [-0.767414, -0.325026, -4.784243], [5.158234, 2.245167, -1.905039], [0.517818, 5.610840, -4.738464], [0.381557, -3.362726, -1.722329], [-2.240571, 1.721144, 5.857912], [3.131750, -5.366683, 4.814120], [5.346432, 0.661172, 0.052521], [1.499479, -4.526183, -4.081896], [-3.780274, 2.145679, 4.135711], [-2.408967, 7.416390, 0.554664], [9.327608, 0.379738, -1.427943], [-1.377987, -5.070867, 0.208988], [-5.065417, -0.941560, -1.814805], [3.084844, -6.943472, 3.188054], [0.211908, -2.525306, 1.898469], [6.739167, 2.784166, 0.030780], [-2.876077, -8.115180, 2.028487], [3.265545, -2.686830, -3.808124], [0.794851, -1.511986, 3.214359], [-0.322744, 4.689406, -3.293603], [-1.099516, 8.334937, 2.687852], [6.215769, 1.721495, -0.814541], [2.596317, 4.894339, -5.731778], [4.043406, 2.961956, -1.451375], [-1.737455, 0.691865, 2.703860], [8.381271, 0.233300, -0.907280], [0.848680, 0.324268, 5.157511], [-3.994674, 8.150194, 4.669387], [-0.572759, 1.518773, -5.905584], [-0.945759, -9.632542, -0.214704], [3.401482, -0.581860, 4.787938], [-1.884848, 2.024132, -6.242911], [-6.373122, 1.499024, -1.303489], [4.234561, 3.523126, -0.536688], [1.194296, -4.944300, 2.988845], [2.547651, 2.601873, 2.243972], [-6.863920, 0.868668, -1.835822], [2.679904, -2.472246, -2.156333], [-2.451876, 1.202341, -6.680207], [-2.424671, -1.219045, -4.508565], [2.794423, -3.193275, -2.965714], [-4.462819, -0.879700, 0.056412], [2.637740, 3.568221, -4.533290], [-4.152735, 6.311933, 4.617458], [-4.675397, -0.135908, -0.711492], [-1.642711, -5.324463, -0.817522], [1.508822, 0.953717, 4.858186], [3.343411, 1.565850, 5.306284], [-3.200221, -7.546003, -0.542383], [-1.129058, 1.256678, -1.572705], [3.742203, -4.589786, 4.353829], [0.614065, -4.096695, -2.295762], [1.806960, -6.811114, 4.156642], [3.188558, 2.312816, -1.261765], [4.317047, 2.816133, 2.764870], [-3.567817, 2.387910, -5.107055], [4.713754, -6.524843, 5.185600], [-4.627788, -8.216122, 3.092729], [-3.541216, 9.255323, 0.818567], [7.338156, 0.890543, -1.663306], [4.457845, -1.095826, 0.216777], [0.648730, 0.921345, -0.523521], [4.510482, -0.277973, -0.501856]], "forces_ev_per_a": [[0.22, -0.37, 0.58], [0.14, 0.55, -0.29], [0.44, -0.02, 0.87], [-0.45, 0.58, 0.67], [-0.30, -0.05, -0.93], [-0.45, -0.56, 0.65], [0.03, -0.14, 0.31], [0.20, 0.42, 0.30], [0.07, -0.17, 0.62], [0.40, 0.21, -0.03], [0.51, 0.35, -1.20], [0.10, 0.50, 0.19], [-1.13, 0.11, -0.72], [1.04, 0.10, -0.13], [0.16, 0.44, 0.08], [1.06, 1.12, 0.15], [-0.17, -0.64, 1.21], [-1.34, 0.47, 0.07], [0.35, -0.21, -0.68], [-1.53, -2.08, -0.23], [0.46, 0.22, 0.10], [0.09, -0.47, -0.10], [0.10, 0.20, 0.21], [-0.11, -0.06, -0.40], [0.96, -0.88, 0.04], [0.72, 0.53, 0.09], [-0.70, -1.68, -2.20], [-0.40, -1.68, 2.34], [0.23, -0.06, 0.29], [-1.29, 0.05, -0.21], [-0.61, -0.53, -0.21], [0.55, 1.51, -0.96], [0.04, 0.10, -0.19], [1.13, -0.07, -1.60], [0.68, -0.38, 0.83], [0.46, -0.88, 1.01], [0.34, 2.05, 0.55], [0.49, -0.17, 0.07], [-0.51, -0.73, 0.28], [-0.06, 0.36, 0.50], [-0.59, -0.31, 0.40], [0.14, 0.00, 0.49], [-1.60, 1.93, 0.81], [0.79, -0.01, 0.57], [0.15, -0.07, -0.08], [0.16, -0.51, -0.19], [-0.24, 0.05, 0.05], [0.35, 0.09, -0.01], [-1.17, 2.92, -1.26], [1.50, -1.24, -0.70], [-0.07, 0.50, 0.37], [-0.66, 2.45, -0.89], [-0.06, 0.02, -0.11], [1.77, -2.97, -2.24], [0.04, 0.68, -0.19], [0.13, 1.28, -1.85], [0.47, 0.00, 0.02], [-0.59, 1.25, 1.47], [-0.77, -0.18, 0.20], [-0.46, 0.12, -0.40], [0.14, 0.49, 0.13], [-0.04, -0.27, 0.00], [0.25, 0.50, -0.15], [0.41, -0.77, 0.11], [-0.46, 0.01, -0.40], [-0.27, -0.67, -1.54], [0.12, -0.35, -0.33], [-0.01, 0.27, 0.78], [-0.68, -1.34, -0.73], [-0.08, 0.44, -0.19], [-1.22, 1.33, -0.64], [1.79, -0.90, 0.32], [-0.53, -0.98, -1.04], [-1.51, 0.15, 1.03], [0.37, -1.00, 0.49], [-0.21, 0.01, -0.14], [-0.15, 2.11, -0.48], [0.43, 0.13, 0.40], [-0.19, 0.04, 0.25], [0.46, 0.71, -0.09], [-0.09, 0.15, 0.37], [0.43, -0.20, 0.59], [-0.04, -0.21, 0.22], [0.20, 0.28, 0.12], [-0.06, -0.10, 0.33], [0.36, 0.45, -0.07], [1.78, -1.40, -0.30], [0.35, 0.46, -0.81], [0.16, 0.54, -0.12], [-0.13, 0.30, 0.19], [1.45, -0.27, -1.66], [2.17, 1.97, 0.28], [-0.01, -0.09, 0.19], [-0.16, -0.35, 0.17], [0.35, -0.14, 2.93], [-0.18, 0.16, 0.03], [1.37, 0.77, -1.08], [-1.41, 0.82, -0.29], [0.94, 0.68, -0.26], [-0.03, -0.21, 0.03], [0.30, -0.11, 0.30], [0.46, 0.98, -0.99], [0.14, -0.20, -0.05], [0.50, -0.54, 0.20], [-0.04, -0.18, -0.03], [-0.72, -0.90, -0.30], [-0.39, -0.56, -0.09], [0.56, -0.05, 0.18], [-1.20, 0.38, -0.03], [-0.07, -0.48, -0.19], [0.00, 0.40, 0.52], [-0.04, 0.01, 0.08], [-0.06, -0.32, 0.23], [-0.85, -0.82, -0.76], [0.59, -1.36, -1.05], [-0.35, 1.67, 0.49], [1.20, -0.32, 1.66], [-0.39, 0.91, -1.16], [0.20, 0.28, -0.22], [-0.34, 0.30, -0.42], [-0.26, 0.22, 0.76], [0.14, -0.27, 0.01], [-0.08, 0.34, 0.14], [-0.03, -0.25, 0.42], [-0.88, -1.57, -0.03], [-1.45, -0.17, -0.08], [0.39, 0.67, 0.72], [0.00, -0.75, -0.42], [-0.89, 0.29, -0.44], [0.75, -0.95, -0.67], [-0.27, -0.13, 0.13], [-1.31, 0.22, -0.53], [0.24, -0.19, -0.28], [1.87, 0.36, 2.22], [0.08, -0.32, -0.08], [0.14, 0.26, 0.15], [-0.22, -2.21, 1.71], [-1.32, 0.30, -0.45], [0.06, -0.42, 0.13], [-2.02, 0.08, -0.75], [-0.56, 0.60, 0.53], [-0.07, 0.17, -0.28], [0.09, -0.40, -0.37], [0.80, -0.05, 0.60], [-1.65, 0.31, 0.38], [-0.03, -0.19, -0.12], [0.61, -1.33, 1.37], [-0.93, -1.31, -0.19]], "spin_multiplicity": 1, "lumo_energy_ev": -0.30, "gap_ev": 8.98, "e_homo_ev": -9.279}



2.
{"formula": "C3H6NdO4S", "method": "wB97M-V/def2-TZVPD", "symbols": ["H", "S", "O", "H", "Nd", "C", "H", "O", "C", "H", "C", "H", "H", "O", "O"], "coordinates": [[0.545190, 1.055765, -0.481382], [-2.633573, 1.056102, 0.710848], [-2.772533, 0.041934, -0.669801], [3.110109, -0.651955, 0.294311], [-2.036075, -1.280527, 2.321846], [0.992631, 0.084955, -0.125821], [-2.587273, 2.378571, 0.271763], [0.549816, -1.014115, -0.979617], [2.558353, 0.256226, -0.072365], [0.639779, -0.188336, 0.942582], [-1.685544, -0.887764, -0.608982], [3.007152, 0.632524, -1.040827], [2.762880, 1.074456, 0.691478], [-0.672826, -0.716195, -1.517322], [-1.778085, -1.841640, 0.263288]], "forces_ev_per_a": [[0.24, -1.05, 0.33], [-0.55, -0.54, -0.29], [2.21, -1.17, 0.31], [-0.72, 0.75, -0.55], [0.15, -0.23, -0.02], [0.79, 0.94, 0.43], [0.27, -0.69, -0.20], [2.49, -1.06, 0.83], [0.23, 0.20, 0.30], [0.03, 0.36, -0.78], [0.59, 0.63, -2.16], [-0.80, -0.64, 0.92], [-0.43, -0.92, -0.84], [-5.05, 1.14, 2.19], [0.55, 2.28, -0.48]], "spin_multiplicity": 4, "lumo_energy_ev": [-17.77, -15.95], "gap_ev": [4.49, 6.31], "total_charge": 3, "e_homo_ev": [-22.253, -22.260]}



3.
{"formula": "C3H9N2S", "method": "wB97M-V/def2-TZVPD", "symbols": ["H", "N", "H", "H", "H", "H", "H", "H", "N", "C", "H", "C", "H", "S", "C"], "coordinates": [[-2.957221, 0.845299, 0.030316], [1.423485, -0.233297, 0.409661], [1.250908, -0.448769, 1.331768], [0.600303, 1.822907, 0.623977], [-1.987558, 0.900122, -1.206495], [1.526282, -2.170458, -0.512544], [2.316086, 0.085609, 0.146304], [1.087443, -1.063027, -1.464626], [-1.993401, 0.881511, -0.206773], [0.979845, -1.321939, -0.486610], [-1.320806, 0.339801, 1.469680], [0.325147, 0.793724, 0.133948], [0.470570, 1.034232, -0.886011], [-0.726314, -1.664702, 0.119470], [-0.994774, 0.198983, 0.497930]], "forces_ev_per_a": [[-0.47, -0.37, 1.06], [-2.37, 0.69, -3.12], [0.61, -1.16, 2.94], [-0.69, -2.12, -0.26], [0.63, -0.18, -0.56], [2.01, -2.89, 1.22], [1.66, 0.73, 0.24], [-0.32, 1.79, -2.78], [-0.11, 0.80, -1.30], [-2.73, 0.14, 2.33], [0.25, -0.33, 2.42], [2.25, 2.92, 1.67], [-0.56, -0.05, -1.30], [0.60, 0.55, -0.20], [-0.75, -0.52, -2.36]], "spin_multiplicity": 1, "smiles": "N[C@@H]1C[NH2+]CS1", "lumo_energy_ev": -3.44, "gap_ev": 9.86, "total_charge": 1, "e_homo_ev": -13.298}



4.
{"formula": "C4H7NS", "method": "wB97M-V/def2-TZVPD", "symbols": ["H", "C", "C", "H", "S", "H", "C", "H", "N", "H", "H", "C", "H"], "coordinates": [[-1.194837, 1.022005, 0.834760], [0.721514, 1.601001, 0.101496], [1.866920, 0.924761, -0.023155], [2.959387, 1.378684, -0.159818], [1.638507, -0.842305, -0.196877], [-0.835386, 0.784169, -1.057044], [-0.481138, 0.695414, 0.030523], [-1.728046, -1.952303, 0.919212], [-0.047916, -0.657677, 0.418027], [0.459660, 2.729949, 0.135930], [-0.688714, -2.653913, -0.172150], [-1.071776, -1.605838, 0.008934], [-1.598175, -1.423941, -0.839838]], "forces_ev_per_a": [[-0.04, -0.04, -1.27], [-1.00, 1.43, -0.47], [1.77, 0.72, -0.16], [-2.66, -1.26, 0.57], [3.04, -0.45, -0.80], [-0.17, -0.36, 1.52], [0.08, 0.55, 1.53], [0.60, 1.43, -1.61], [-2.91, 1.66, -1.52], [1.08, -1.99, -0.13], [0.68, 1.06, -0.09], [1.25, -4.01, 4.68], [-1.74, 1.27, -2.26]], "spin_multiplicity": 3, "lumo_energy_ev": [1.00, -1.43], "gap_ev": [5.80, 7.97], "e_homo_ev": [-4.796, -9.394]}



> Which formula does entry 1 have?

C28H82Cl4O30P4



> Which formula does entry 3 have?

C3H9N2S